1.
Density functional theory data (ωB97M-V with the def2-TZVPD basis set) for a single C6H6OS molecule in a non-equilibrium geometry.

Geometry as XYZ:
```
14
Properties=species:S:1:pos:R:3:forces:R:3
C -1.929927 -0.827783 0.227104 -3.04 -1.93 0.80
C -0.676855 -0.627121 0.522811 2.86 1.78 0.05
O 0.045432 -1.036353 1.588364 0.57 -0.35 1.74
C 1.333648 -0.494513 1.574170 0.83 -1.65 1.38
S 2.401327 -0.809983 2.815204 -1.25 0.43 -1.31
C 1.546278 0.213268 0.332834 -2.92 -0.82 0.57
C 0.277056 0.230599 -0.204445 0.94 1.02 -2.45
C -0.090005 1.006443 -1.451756 -0.86 1.03 -1.81
H -2.711483 -1.435947 0.879198 2.06 1.36 -1.51
H -2.221791 -0.503258 -0.768179 -0.29 0.17 0.39
H 2.531054 0.543573 0.047072 -0.33 0.47 -0.21
H -0.581274 0.422648 -2.328722 0.54 0.55 1.84
H 0.853879 1.349913 -1.925595 -0.55 0.09 0.42
H -0.777339 1.968515 -1.308058 1.47 -2.15 0.10
```
Positions in Å, forces in eV/Å.

Its multiplicity is 1. As for the energy above the lowest of the compared OMol25 structures with the same formula, charge and spin: 103.9 kJ/mol. The SMILES is C=C1OC(=S)C=C1C. Its calculated total energy is -19199.991 eV. For the HOMO-LUMO gap, the calculation gives 0.2854 Ha. Its net charge is 0.

2.
Density functional theory data (ωB97M-V with the def2-TZVPD basis set) for a single C6H6OS2 molecule in a non-equilibrium geometry.

Geometry as XYZ:
```
15
Properties=species:S:1:pos:R:3:forces:R:3
C 1.972488 -0.476437 0.321308 -2.49 0.33 1.89
C 0.831684 -0.682891 -0.669642 -0.49 -0.30 -0.32
O 1.128897 -0.216398 -1.977120 -0.84 1.99 -0.87
S 0.439218 1.419568 -2.199154 0.88 -1.45 -0.09
C -0.708153 1.147839 -0.931565 -0.72 -0.91 0.12
S -2.178494 1.846152 -0.356039 0.03 0.14 -0.03
C -2.314727 0.600163 0.845516 -3.57 2.83 2.26
C -1.335128 -0.247621 0.844063 1.87 0.30 -3.43
C -0.477426 -0.020387 -0.284328 1.51 -0.16 0.95
H 2.257528 0.592601 0.567177 0.29 -1.25 -1.18
H 2.703319 -1.277679 0.085017 0.04 1.04 0.89
H 1.278819 -0.625860 1.244158 2.00 -0.73 -0.65
H 0.678960 -1.790453 -0.765026 0.14 0.80 -0.05
H -3.036237 0.686514 1.730350 0.83 0.08 -1.81
H -1.240747 -0.955114 1.545284 0.51 -2.71 2.31
```
Positions in Å, forces in eV/Å.

Its multiplicity is 1. As for the energy above the lowest of the compared OMol25 structures with the same formula, charge and spin: 242.4 kJ/mol. The SMILES is C[C@@H]1OSc2sccc21. Its calculated total energy is -30034.782 eV. For the HOMO-LUMO gap, the calculation gives 0.3055 Ha. Its net charge is 0.

3.
Density functional theory data (ωB97M-V with the def2-TZVPD basis set) for a single C6H6S molecule in a non-equilibrium geometry.

Geometry as XYZ:
```
13
Properties=species:S:1:pos:R:3:forces:R:3
C -0.724980 1.780019 -0.274861 0.25 0.14 0.57
C -0.203698 0.469753 0.214387 -0.11 -0.46 -1.05
C 1.124478 -0.000519 0.519676 1.31 0.55 1.39
C -1.319678 1.092074 0.892769 -1.22 0.65 1.23
C -0.263880 -0.617945 -0.900063 -0.95 0.67 -0.06
C 1.175574 -1.036729 -0.513576 -0.76 0.76 -2.69
S 2.113538 0.325559 1.719510 0.63 0.35 0.75
H -1.321837 1.555955 1.915287 0.57 -0.28 -1.06
H -2.295161 0.652793 0.720914 -0.23 -0.12 -0.10
H -1.177366 -1.203552 -0.914305 0.31 -0.75 0.43
H -0.283515 -0.068764 -1.809221 0.13 0.18 -1.18
H 1.862495 -0.943049 -1.376868 -0.10 0.45 0.62
H 1.314031 -2.005595 -0.193648 0.17 -2.14 1.16
```
Positions in Å, forces in eV/Å.

Its multiplicity is 1. As for the energy above the lowest of the compared OMol25 structures with the same formula, charge and spin: 592.6 kJ/mol. Its calculated total energy is -17148.265 eV. For the HOMO-LUMO gap, the calculation gives 0.2916 Ha. Its net charge is 0.

4.
Density functional theory data (ωB97M-V with the def2-TZVPD basis set) for a single C6H6S2 molecule in a non-equilibrium geometry.

Geometry as XYZ:
```
14
Properties=species:S:1:pos:R:3:forces:R:3
C 1.421985 1.818248 -1.084862 0.07 -0.33 -0.50
C 0.339663 1.449849 -1.420911 -1.52 -0.12 0.65
C -1.011999 0.906826 -1.622353 0.61 0.46 -2.04
S -1.760909 0.193563 -0.103983 1.60 -0.06 -0.64
C -0.267095 -0.868306 0.228493 -1.14 -0.11 5.39
S -0.719769 -2.656921 0.163380 0.35 0.37 0.42
C 0.435618 -0.512451 1.677527 -2.39 -0.45 -2.06
C 0.656324 -0.236246 2.836922 0.29 -0.87 -1.57
H 2.456196 1.865465 -1.051124 1.23 0.52 0.38
H -0.793504 0.114687 -2.440850 -1.11 1.02 1.23
H -1.629691 1.757322 -2.063720 0.35 -1.43 0.64
H 0.517052 -0.711911 -0.399702 1.66 0.60 -2.33
H -0.755185 -2.831341 1.498275 -0.04 0.00 -0.24
H 1.111315 -0.288785 3.782905 0.04 0.40 0.67
```
Positions in Å, forces in eV/Å.

Its multiplicity is 1. As for the energy above the lowest of the compared OMol25 structures with the same formula, charge and spin: 401.0 kJ/mol. The SMILES is C#CCS[C@H](S)C#C. Its calculated total energy is -27984.270 eV. For the HOMO-LUMO gap, the calculation gives 0.3540 Ha. Its net charge is 0.

5.
Density functional theory data (ωB97M-V with the def2-TZVPD basis set) for a 2-piece molecular cluster, C6H6Si overall in a non-equilibrium geometry.

Geometry as XYZ:
```
13
Properties=species:S:1:pos:R:3:forces:R:3
C 1.453891 2.975534 -0.941108 -2.26 -0.97 0.85
C -3.133284 -2.068652 0.522280 0.15 0.24 0.06
C 0.619590 2.347297 -0.309697 0.83 -0.79 2.13
C -2.451168 -1.048536 0.407144 0.15 -0.12 0.54
C 1.236545 -0.979343 -0.809526 -0.24 0.55 -1.52
C 0.770210 -0.626589 0.387559 -0.01 -0.56 1.63
Si 0.280671 1.092882 1.080267 -0.35 -2.23 -4.09
H 1.803333 3.636716 -1.654979 1.09 0.84 -0.89
H -3.762432 -2.961409 0.625409 0.64 0.92 -0.19
H 1.279362 -2.005782 -1.284177 0.02 1.12 1.32
H 1.434447 -0.190415 -1.538069 0.13 -0.11 0.06
H 0.557462 -1.482475 1.053273 -0.20 0.72 -0.06
H -0.088631 1.310774 2.461618 0.05 0.40 0.17
```
Positions in Å, forces in eV/Å.

Its multiplicity is 1. As for the energy above the lowest of the compared OMol25 structures with the same formula, charge and spin: 513.1 kJ/mol. Its calculated total energy is -14187.065 eV. For the HOMO-LUMO gap (spin up / spin down), the calculation gives 0.2130 / 0.2023 Ha. Its net charge is 0.

6.
Density functional theory data (ωB97M-V with the def2-TZVPD basis set) for C6H7Br6Cl3O3 as an isolated structure in a non-equilibrium geometry.

Geometry as XYZ:
```
25
Properties=species:S:1:pos:R:3:forces:R:3
C -4.168529 -1.589654 -0.085498 -0.29 -0.79 1.68
Br -3.787219 -1.151494 1.844802 -0.37 -0.45 -1.86
Br -5.345389 -0.239184 -0.864388 0.87 -0.88 0.09
Br -5.059569 -3.389614 -0.330638 0.39 1.75 0.19
H -3.205969 -1.714404 -0.581498 -0.33 0.45 -0.20
C -0.635379 1.748246 -2.768788 0.21 0.36 -0.81
Br 0.364641 0.733726 -4.191848 -1.21 0.83 1.43
Br -2.023469 0.615276 -1.817228 0.70 0.61 -0.69
Br -1.401609 3.455696 -3.385618 0.22 -1.30 0.22
H 0.085611 2.063476 -2.014518 -0.19 -0.54 0.02
C 3.203541 2.526706 1.002732 -0.41 0.01 1.13
Cl 3.860641 0.878046 0.748562 -0.34 0.87 0.02
Cl 2.372451 2.648966 2.610462 0.50 -0.27 -0.88
Cl 2.065741 3.026036 -0.256988 0.13 -0.20 -0.15
H 3.995501 3.275086 1.031502 0.03 -0.47 -0.17
C 1.463961 -2.062524 0.514232 -0.20 -0.37 0.52
C 0.667251 -0.865744 0.124102 -0.56 0.62 -2.46
O 0.254391 -0.192374 1.260312 -0.15 0.08 2.22
C 0.728701 -0.871434 2.365542 1.40 1.60 2.66
O 0.707741 -0.524604 3.549362 -0.88 -0.87 -3.92
O 1.461681 -1.907554 1.945062 0.37 -1.36 -0.15
H 2.463611 -2.143254 0.087282 0.17 0.47 0.51
H 0.952781 -2.959294 0.164102 -0.07 -0.29 0.67
H -0.235289 -1.162684 -0.410078 -0.10 -0.10 -0.22
H 1.214181 -0.197434 -0.540978 0.10 0.23 0.13
```
Positions in Å, forces in eV/Å.

Its multiplicity is 2. As for the energy above the lowest of the compared OMol25 structures with the same formula, charge and spin: 42.8 kJ/mol. Its calculated total energy is -470288.154 eV. For the HOMO-LUMO gap (spin up / spin down), the calculation gives 0.3085 / 0.1144 Ha. Its net charge is +1.

7.
Density functional theory data (ωB97M-V with the def2-TZVPD basis set) for a 2-piece molecular cluster, C6H7BrClN2 overall in a non-equilibrium geometry.

Geometry as XYZ:
```
17
Properties=species:S:1:pos:R:3:forces:R:3
C 0.841051 -0.027410 0.417235 -0.75 0.54 -1.15
C -0.351398 -0.495731 -0.115784 1.11 1.39 0.26
C -0.203484 -0.916761 2.110540 -0.66 0.56 0.13
C -2.093996 1.146007 -4.587595 -1.30 1.85 -1.63
C -1.262949 0.464886 -3.911853 1.61 -0.53 2.30
C 2.075369 -0.045355 2.530807 3.77 0.90 3.36
N 0.921308 -0.284211 1.758452 -0.95 -1.14 1.00
N -0.982554 -0.944971 1.018698 -2.36 -2.13 0.13
Cl -0.427135 -0.092492 -2.588902 -1.61 0.06 -1.47
Br -0.868370 -1.466058 3.773349 0.66 0.20 -0.46
H 1.486256 0.738019 0.026302 0.52 -0.42 -0.36
H -2.043356 1.146049 -5.733024 -0.04 -0.13 1.72
H -2.814331 1.922233 -4.123845 1.05 -1.56 -0.58
H 3.021630 -0.396251 2.129091 -0.40 -1.04 -0.85
H 2.418133 0.990297 2.597010 -1.17 0.55 -0.25
H 2.242368 -0.346971 3.650543 -1.69 -0.03 -2.07
H -1.958540 -1.391279 1.048977 2.22 0.93 -0.09
```
Positions in Å, forces in eV/Å.

Its multiplicity is 1. As for the energy above the lowest of the compared OMol25 structures with the same formula, charge and spin: 356.7 kJ/mol. Its calculated total energy is -91867.577 eV. For the HOMO-LUMO gap (spin up / spin down), the calculation gives 0.2367 / 0.2396 Ha. Its net charge is +1.

8.
Density functional theory data (ωB97M-V with the def2-TZVPD basis set) for a 2-piece molecular cluster, C6H7BrN3O overall in a non-equilibrium geometry.

Geometry as XYZ:
```
18
Properties=species:S:1:pos:R:3:forces:R:3
C -1.731486 0.591824 -1.286685 1.17 -0.55 0.81
C -0.565685 1.041274 -1.834477 -2.09 -1.19 1.25
C -1.720648 -0.236684 -0.147589 2.00 1.16 1.37
C -0.395471 -0.296839 0.607837 0.36 0.97 -3.97
C 0.797312 0.258928 -0.046479 -15.41 -2.23 -3.53
C 3.450924 -1.003987 0.991356 2.44 -2.26 -0.44
N 0.574789 0.821072 -1.250866 2.93 0.02 1.39
N -2.863035 -0.704186 0.375459 1.71 -0.17 1.79
N 2.799884 -0.176409 1.545598 -0.18 1.12 0.55
O 4.118729 -1.771259 0.422796 -0.78 0.61 -0.01
Br -0.414237 -1.206500 2.197452 0.28 -0.21 0.77
H -2.647653 1.029307 -1.526014 -1.35 0.20 -1.16
H -0.523650 1.564644 -2.705656 -0.06 1.61 -2.21
H 1.389511 1.306931 -1.571192 0.31 0.15 -0.79
H -3.756021 -0.517580 -0.064112 0.19 -0.07 0.34
H -2.737240 -0.903000 1.406467 -1.08 -0.07 -1.69
H 1.589430 0.324131 0.369498 9.60 0.86 4.50
H 2.634548 -0.121667 2.516608 -0.06 0.04 1.03
```
Positions in Å, forces in eV/Å.

Its multiplicity is 1. As for the energy above the lowest of the compared OMol25 structures with the same formula, charge and spin: 172.8 kJ/mol. Its calculated total energy is -82887.622 eV. For the HOMO-LUMO gap, the calculation gives 0.3452 Ha. Its net charge is +1.